{
  "formula": "C5H10N3",
  "method": "the ωB97M-V functional and the def2-TZVPD basis",
  "e_tot_ev": -9805.87318,
  "de_lowest_kcal_mol": 135.48,
  "orbital_gap_ha": 0.346,
  "total_charge": 1,
  "fmax_ev_per_a": 5.18,
  "symbols": ["C", "C", "C", "C", "C", "N", "N", "N", "H", "H", "H", "H", "H", "H", "H", "H", "H", "H"],
  "xyz": [[2.656, -0.070, -0.755], [0.391, -1.648, 0.434], [0.734, 1.132, 0.488], [-1.433, -0.155, 0.085], [1.521, -0.119, 0.141], [2.933, -0.380, 0.438], [-0.821, -1.313, -0.224], [-0.611, 1.152, -0.265], [2.978, 0.190, -1.676], [0.780, -2.612, 0.159], [0.461, -1.764, 1.448], [0.667, 1.035, 1.605], [1.430, 1.887, 0.305], [-2.266, 0.097, -0.497], [-1.361, 0.158, 1.186], [-1.156, -1.932, -0.905], [-1.100, 1.930, -0.011], [-0.628, 1.145, -1.305]],
  "atomic_forces_ev_per_a": [[-1.9114, -1.0700, 3.3881], [2.8592, 3.1295, -2.9721], [0.4197, -2.6321, 1.1054], [1.1577, 2.0766, 2.8359], [-2.6950, -4.0387, -0.8793], [0.6786, 1.1198, -0.2805], [0.5119, -0.3799, 1.0791], [3.5861, -2.3240, -1.7843], [1.5401, 0.3224, -2.6983], [0.4541, -0.0106, -1.2243], [-0.8930, 0.5794, 3.0822], [-1.2459, 0.6486, -0.8880], [0.2582, 2.0926, -0.6553], [-1.9617, -0.4864, -0.0516], [-1.4657, -1.5370, -0.8942], [-0.6107, -0.4808, -0.9968], [-1.9114, 2.6869, 1.1513], [1.2293, 0.3038, 0.6828]],
  "nbo_charge": [0.0782, -0.2262, -0.2950, 0.0058, 0.0039, -0.2471, -0.6270, -0.5244, 0.2248, 0.2352, 0.2028, 0.2497, 0.2428, 0.2213, 0.1847, 0.4229, 0.4165, 0.4309]
}